Entry 1:
C23H61N3O8SSb as an isolated structure in a non-equilibrium geometry, computed with ωB97M-V/def2-TZVPD.

Its total charge is -1. The HOMO-LUMO gap comes out at 5.42 eV. For the total energy, the calculation gives -2317.2190 hartree. The strongest force on any atom is 1.2 eV/Å.

Last column: Mulliken charge in e.
Positions of all 97 atoms, in Å:
C 3.4118 -1.3564 8.1948  -1.54
C 4.7837 -1.6674 7.5958  1.51
C 5.2723 -0.3902 6.8840  -1.62
C 4.7603 -2.7913 6.5497  -1.39
Sb 3.5081 -4.5947 6.9521  0.74
C 5.3437 -5.7253 7.7336  -1.09
S 6.1272 -5.0705 9.1519  0.93
O 5.2028 -4.8094 10.2108  -0.56
O 7.2395 -5.9127 9.5320  -0.65
H 3.3180 -0.2958 8.4048  0.47
H 3.3003 -1.8922 9.1299  0.34
H 2.6084 -1.7033 7.5541  0.15
H 5.5292 -1.8874 8.3583  0.04
H 6.2292 -0.5658 6.4029  0.39
H 4.5294 -0.1550 6.1260  0.22
H 5.3000 0.4632 7.5585  0.45
H 5.7787 -3.1281 6.3432  0.45
H 4.3902 -2.3524 5.6251  0.06
H 3.8871 -5.1172 5.2910  -0.12
H 2.5072 -6.0429 7.1734  -0.20
H 3.1543 -4.1335 8.5950  -0.05
H 2.0952 -3.7408 6.3756  -0.22
H 5.0345 -6.7057 8.0758  0.37
H 6.1286 -5.8141 6.9897  0.40
H 6.6364 -3.8797 8.7466  -0.01
C -3.2177 0.2067 3.8759  -0.71
O -2.6808 -0.5091 2.7840  -0.38
C -1.8885 0.2702 1.8957  -0.61
C -0.4197 -0.0741 1.9950  0.19
N 0.1469 0.3713 3.2623  -0.38
C 1.4859 -0.1459 3.5442  -0.84
C 1.6785 -1.6537 3.6651  -0.43
O 1.0764 -2.2325 4.7975  -0.37
C -0.2917 -2.5439 4.6810  -0.65
H -3.9501 -0.4379 4.3593  0.25
H -2.4512 0.4675 4.6133  0.29
H -3.7199 1.1209 3.5431  0.34
H -2.0533 1.3408 2.0568  0.43
H -2.2248 0.0289 0.8835  0.08
H 0.1089 0.4180 1.1766  0.22
H -0.3294 -1.1597 1.8575  0.09
H -0.4666 0.0921 4.0164  0.15
H 1.8043 0.2969 4.4909  0.41
H 2.1669 0.2317 2.7730  0.40
H 2.7510 -1.8284 3.7898  0.28
H 1.3836 -2.1914 2.7538  0.28
H -0.5601 -2.8426 3.6630  0.32
H -0.9271 -1.7084 4.9973  0.18
H -0.4886 -3.3790 5.3548  0.31
C -1.3432 4.3793 -3.7607  -1.04
O -1.1298 3.2395 -4.5727  -0.08
C 0.1856 3.1374 -5.1059  -0.99
C 0.9607 2.0103 -4.4586  -0.14
N 1.2854 2.3158 -3.0730  -0.30
C 1.8020 1.1871 -2.3015  -0.76
C 0.9145 -0.0396 -2.1193  -0.59
O -0.2230 0.1728 -1.3064  -0.31
C -1.3400 0.7443 -1.9593  -0.68
H -2.4152 4.4581 -3.5837  0.27
H -0.8429 4.2919 -2.7909  0.37
H -1.0022 5.2908 -4.2593  0.43
H 0.7201 4.0877 -5.0218  0.47
H 0.0790 2.9095 -6.1712  0.39
H 1.8905 1.8588 -5.0149  0.38
H 0.3519 1.1009 -4.5546  0.14
H 0.4578 2.6673 -2.6107  0.07
H 2.0406 1.5676 -1.3059  0.44
H 2.7468 0.8664 -2.7516  0.39
H 1.5119 -0.7881 -1.5932  0.39
H 0.6215 -0.4953 -3.0733  0.37
H -1.4115 0.4238 -3.0021  0.34
H -1.3182 1.8374 -1.9123  0.16
H -2.2355 0.4140 -1.4329  0.37
C -6.3896 2.7439 -6.1515  -0.72
O -5.1758 3.3721 -6.5089  -0.39
C -4.0065 2.7342 -5.9996  -0.51
C -3.2187 2.0613 -7.1006  0.10
N -3.9184 0.8950 -7.6260  -0.39
C -3.3519 0.3440 -8.8532  -0.73
C -3.3034 1.2267 -10.0962  -0.50
O -4.5668 1.5286 -10.6553  -0.43
C -5.2568 2.6078 -10.0544  -0.53
H -7.1991 3.4200 -6.4226  0.25
H -6.5381 1.7987 -6.6862  0.30
H -6.4371 2.5550 -5.0753  0.34
H -4.2541 2.0277 -5.2018  0.46
H -3.3792 3.5138 -5.5688  0.02
H -2.2551 1.7439 -6.6929  0.24
H -3.0337 2.8179 -7.8756  0.10
H -4.8839 1.1403 -7.7991  0.12
H -3.9407 -0.5411 -9.1056  0.37
H -2.3362 -0.0032 -8.6367  0.41
H -2.7717 0.6631 -10.8671  0.37
H -2.7282 2.1466 -9.9345  0.34
H -4.5721 3.3794 -9.6936  0.28
H -5.8922 2.2712 -9.2307  0.16
H -5.9062 3.0461 -10.8125  0.30

***

Entry 2:
The molecule C4H6O2, computed with ωB97M-V/def2-TZVPD.

Its total charge is 0. The HOMO-LUMO gap comes out at 10.87 eV. For the total energy, the calculation gives -306.4436 hartree. Its SMILES is CC(=O)[C@H]1CO1. The strongest force on any atom is 0.4 eV/Å.

Last column: Mulliken charge in e.
Positions of all 12 atoms, in Å:
C 1.3079 -0.5778 -0.6507  -1.01
C 0.7605 -0.2421 0.7149  0.54
O 1.4525 -0.2674 1.7094  -0.55
C -0.6808 0.1762 0.8376  -0.01
C -1.4401 0.7368 -0.2888  -0.36
O -1.6263 -0.6030 0.1152  -0.39
H 1.9145 0.2682 -0.9864  0.26
H 1.9685 -1.4418 -0.5804  0.33
H 0.5335 -0.7727 -1.3915  0.32
H -0.9595 0.4408 1.8566  0.42
H -0.9676 0.8660 -1.2620  0.18
H -2.2631 1.4168 -0.0739  0.26

***

Entry 3:
A 2-piece molecular cluster, C5H5F3NS overall in a non-equilibrium geometry, computed with ωB97M-V/def2-TZVPD.

Its total charge is +1. The HOMO-LUMO gap (spin up / spin down) comes out at 8.42 / 8.42 eV. For the total energy, the calculation gives -945.6989 hartree. The strongest force on any atom is 5.0 eV/Å.

Last column: Mulliken charge in e.
Positions of all 15 atoms, in Å:
C -0.4742 1.2813 0.3016  -0.22
C -0.7246 1.6344 1.6023  -0.16
C 1.1510 0.1450 1.3444  0.02
C 0.8774 -0.1597 -1.0379  -0.88
C -0.7433 -1.8193 -1.2098  0.77
N 0.5940 0.4326 0.1586  0.21
F -0.2163 -2.8698 -0.5119  -0.18
F -1.0203 -2.0323 -2.4216  -0.13
F -1.7361 -1.1799 -0.6011  -0.19
S 0.4388 1.0140 2.6431  0.00
H -1.0362 1.7610 -0.5818  0.29
H -1.5034 2.4475 1.8327  0.37
H 2.1630 -0.4531 1.4277  0.30
H 0.4489 0.4366 -1.7533  0.37
H 1.7811 -0.6384 -1.1930  0.41

***

> Which of these has the highest total energy?

C4H6O2

***

> Among the records above, which one has the highest total energy?

C4H6O2

***

> strongest force on any atom of number 3 (C5H5F3NS)?

5.0 eV/Å